C52H48BIrN2O4P2 | ωB97M-V with the def2-TZVPD basis set

```
110
Properties=species:S:1:pos:R:3:forces:R:3:lowdin_charge:R:1
Ir -2.02741 -0.79760 1.84176 -0.53 0.05 -0.05 1.319
P 1.62403 3.19872 -2.17559 -0.03 -0.08 0.03 1.020
P -0.20587 0.72581 -1.59700 0.32 0.08 -0.27 1.049
O -3.95294 0.09624 2.28562 0.09 0.14 -0.21 -0.125
O -4.84512 1.88079 3.30690 -0.02 -0.03 0.07 0.054
O 0.33866 -2.51944 0.71022 -0.09 -0.02 -0.08 0.038
O 0.58310 -1.84678 2.86658 0.05 -0.10 0.01 0.048
N -3.05546 -1.73133 0.38507 0.34 -0.14 -0.04 -0.046
N -1.44154 1.05588 2.81528 -0.01 -0.06 0.15 0.047
C 0.91020 1.16715 2.23143 0.02 -0.03 -0.05 -0.031
C 2.47530 -3.49164 0.24843 0.01 -0.03 0.03 -0.005
C -1.09901 -2.96358 -3.08151 -0.04 -0.03 0.03 -0.080
C -3.53020 -1.01034 -0.63469 0.05 -0.04 0.01 -0.090
C 2.30749 2.87976 3.20972 0.03 0.02 0.01 -0.061
C -3.91316 1.17607 2.95864 0.02 0.04 -0.04 -0.616
C 1.23902 3.39192 3.88449 0.00 0.00 -0.01 -0.029
C 3.11569 2.48721 -1.38419 -0.03 -0.01 0.05 -0.417
C 0.75011 1.71986 -2.85167 0.03 -0.01 0.01 -0.545
C 2.35006 3.79878 -3.75781 0.03 0.10 0.03 -0.377
C 1.47041 4.32773 -4.70434 -0.02 0.05 0.01 -0.119
C 3.50015 1.14927 -1.43213 -0.03 0.02 0.01 -0.093
C 0.68886 -4.75039 1.45245 -0.04 0.02 0.03 0.003
C -3.35902 -3.04054 0.49581 0.06 0.05 0.02 -0.184
C 4.18283 4.34156 -5.23676 -0.01 -0.01 -0.01 -0.085
C -0.73789 -1.89715 -2.26796 -0.01 0.04 0.03 -0.100
C 3.71399 3.82105 -4.03665 -0.01 -0.07 -0.05 -0.083
C 2.94702 -1.78570 2.49860 0.04 0.02 0.01 -0.012
C -3.73824 2.90974 -1.89696 0.01 -0.01 -0.01 -0.078
C 1.93622 4.83843 -5.90457 -0.01 -0.02 -0.02 -0.091
C -1.51918 -2.73738 -4.38192 -0.02 0.01 -0.01 -0.088
C 3.93745 3.39173 -0.70878 -0.01 -0.01 0.03 -0.133
C -2.71677 2.02621 -2.21682 -0.03 -0.02 -0.03 -0.105
C -0.78592 -0.58869 -2.74578 -0.08 0.03 0.01 -0.374
C -2.04769 -2.96972 3.92204 0.05 0.00 0.02 -0.077
C -4.51674 -2.94775 -1.59615 0.02 -0.03 -0.02 -0.048
C -0.20101 1.64920 2.94870 -0.02 0.04 0.09 -0.188
C 1.34685 -3.38858 1.25925 0.00 -0.02 0.00 -0.461
C -2.57964 3.53955 0.10764 -0.01 -0.01 -0.01 -0.069
C -4.26790 -1.58344 -1.64714 0.01 0.03 -0.01 -0.039
C 1.88462 -3.62801 3.78944 0.05 -0.01 -0.02 -0.004
C -3.19355 -4.86618 2.23553 0.02 -0.01 0.01 -0.033
C -2.94115 -3.57411 1.78271 -0.04 0.02 -0.04 -0.178
C -1.56148 2.65300 -0.21293 0.02 0.01 -0.02 -0.124
C -3.67487 3.66483 -0.73326 -0.01 0.01 0.01 -0.072
C 5.13509 2.98525 -0.13971 -0.05 0.00 0.05 -0.091
C -1.61462 1.88292 -1.37608 -0.06 -0.09 0.18 -0.406
C -1.18310 3.37356 4.35031 -0.01 0.03 -0.01 0.019
C -2.30386 -4.25485 4.37433 0.02 0.02 0.01 -0.081
C -4.06903 -3.67951 -0.51327 -0.01 -0.03 0.03 0.010
C -2.34697 -2.60714 2.60968 0.13 0.10 0.19 -0.225
C -0.03961 2.80447 3.74791 -0.01 -0.06 0.01 -0.147
C -2.40822 2.84445 4.09555 0.00 -0.01 0.03 0.011
C 2.12835 1.77042 2.36138 0.00 0.03 -0.02 -0.050
C 3.29814 4.84682 -6.17587 0.00 0.00 0.01 -0.095
C 4.68638 0.73410 -0.83920 0.01 0.00 0.03 -0.087
C 5.51241 1.65071 -0.20311 -0.04 -0.04 0.01 -0.093
C -2.86283 -5.21378 3.53214 -0.01 0.01 -0.02 -0.091
C -1.18164 -0.37648 -4.06843 -0.02 0.01 -0.02 -0.110
C -1.55755 -1.43868 -4.87616 0.01 -0.01 0.01 -0.082
C 1.72429 -2.68463 2.60793 -0.05 -0.02 0.01 -0.461
C -2.50126 1.68168 3.31176 0.00 -0.06 0.00 -0.157
B -0.21637 -1.75898 1.73044 -0.18 0.17 -0.07 -0.769
H 3.85655 -2.36929 2.34270 -0.01 0.02 0.01 0.093
H -1.58584 -2.24581 4.58197 0.00 0.00 -0.01 0.112
H -1.06935 4.25531 4.97019 0.00 -0.01 0.01 0.123
H -3.05166 -6.21540 3.89471 0.00 0.00 0.00 0.099
H -1.80292 -3.56724 -5.01730 0.00 0.00 0.00 0.101
H -4.59333 3.00159 -2.55485 -0.01 -0.01 0.00 0.104
H -1.18207 0.62130 -4.49028 -0.03 -0.01 0.02 0.093
H -4.62643 -0.96620 -2.45825 0.01 -0.01 -0.01 0.112
H 3.05230 -1.21765 3.42370 -0.01 0.00 0.00 0.096
H -1.05032 -3.97238 -2.69067 0.00 -0.01 0.00 0.106
H 4.42223 3.42142 -3.32294 0.00 0.01 0.00 0.094
H 0.04879 2.10756 -3.59424 0.05 0.05 0.00 0.028
H 4.97195 -0.30912 -0.88450 -0.01 -0.02 0.00 0.102
H 6.44091 1.32439 0.24783 0.00 0.00 -0.01 0.102
H 2.10046 -3.96709 -0.65885 0.00 0.00 -0.01 0.090
H 3.63516 4.43142 -0.63948 0.01 0.00 -0.01 0.104
H 2.84446 -1.07717 1.67777 -0.01 0.03 -0.06 0.074
H 3.28558 3.33468 3.29885 -0.01 0.00 0.01 0.107
H -5.06913 -3.43286 -2.39024 -0.01 0.00 0.01 0.112
H -2.52357 4.11787 1.02144 0.00 0.01 0.00 0.107
H 0.32436 -5.09924 0.48510 -0.01 0.00 0.00 0.095
H 1.38943 -5.48865 1.84533 0.01 0.00 0.00 0.093
H 2.13849 -3.04757 4.67715 -0.01 0.00 0.00 0.093
H -2.80501 1.42325 -3.11209 0.03 0.00 -0.01 0.090
H 1.23512 5.23941 -6.62546 0.00 0.00 0.00 0.101
H -0.16580 -4.67812 2.12805 0.01 -0.01 0.00 0.081
H 1.34137 4.26687 4.51490 0.00 0.00 0.00 0.115
H -4.28196 -4.73569 -0.42581 -0.01 0.01 -0.01 0.112
H -4.48205 4.33910 -0.47894 0.00 0.00 0.01 0.106
H 2.87849 0.41458 -1.92811 0.00 0.01 0.00 0.086
H -0.40232 -2.08301 -1.25563 -0.02 -0.01 0.05 0.075
H -3.33464 3.26189 4.46073 0.01 0.00 0.01 0.122
H -2.06186 -4.51550 5.39769 0.00 -0.01 0.00 0.104
H 0.40552 4.35481 -4.49725 0.00 -0.01 0.02 0.099
H -0.70855 2.55187 0.44929 -0.01 0.00 -0.01 0.078
H 2.68741 -4.34735 3.61212 0.00 0.01 0.00 0.095
H -3.30214 0.04687 -0.61597 0.01 -0.02 0.00 0.100
H 3.66507 5.24869 -7.11133 0.00 0.01 0.00 0.100
H 5.76833 3.70700 0.36086 -0.01 0.00 0.00 0.103
H 3.29777 -4.09647 0.63624 -0.01 0.00 0.00 0.095
H 2.85496 -2.50663 -0.01627 0.02 0.01 -0.02 0.077
H -3.65851 -5.59302 1.57997 0.00 -0.01 0.01 0.106
H 5.24698 4.34546 -5.43647 0.00 0.00 0.00 0.102
H -1.86461 -1.25512 -5.89822 0.00 0.00 0.00 0.102
H 1.43960 1.05759 -3.38179 0.01 -0.01 0.03 0.057
H 0.96201 -4.16993 3.98913 0.00 0.00 0.00 0.080
H 0.77288 0.35503 1.53556 -0.01 -0.04 0.01 0.069
H 2.96602 1.39607 1.79235 0.11 -0.02 -0.10 0.097
```
Positions in Å, forces in eV/Å.

Its total energy is -3232.8919 a.u. As for the spin multiplicity: 1. The calculation puts the HOMO energy at -7.843 eV. The gap between HOMO and LUMO comes out at 0.2683 hartree. For the LUMO energy, the calculation gives -0.020 Eh.